Below is a 5-piece molecular cluster, C34H40IN7O6P overall at a distorted geometry, with properties calculated with ωB97M-V with the def2-TZVPD basis set.

```
89
Properties=species:S:1:pos:R:3:mulliken_charge:R:1
I -3.704 3.040 -0.745 0.101
P 0.888 2.873 1.278 -0.118
O -1.773 -1.584 -0.992 -0.086
O -1.826 -1.705 -3.206 -0.597
O -2.157 1.070 0.788 -0.443
O 1.650 -3.426 0.365 -0.184
O -0.119 -4.148 -0.865 -0.380
O 2.617 -3.624 -1.644 -0.703
N 2.026 0.503 0.325 0.359
N 0.774 -0.316 -1.196 0.280
N 3.083 0.706 1.208 -1.122
N -4.518 7.637 2.093 -0.551
N -4.866 -1.568 -1.512 -0.376
N 2.775 -1.538 3.667 -0.360
N 6.258 -2.404 -4.925 -0.553
C 1.878 -0.493 -0.511 0.827
C -6.870 -3.440 -1.028 -0.087
C -4.996 -2.161 -0.322 0.110
C 3.134 -2.612 2.957 -0.396
C -0.017 2.339 2.807 -1.028
C 0.947 1.385 0.198 0.473
C -5.739 -1.912 -2.458 -0.308
C -6.525 7.532 0.782 -0.408
C 0.726 -5.738 0.649 -1.267
C 5.055 -3.009 4.304 -0.369
C -4.940 9.270 0.388 -0.381
C -1.142 4.865 1.508 -1.429
C -1.189 -1.532 -2.199 0.061
C 3.556 -1.203 4.695 -0.183
C -4.168 8.719 1.400 -0.151
C 6.314 -4.380 -2.962 -0.476
C 7.470 -4.022 -3.635 -0.301
C 0.704 -4.400 -0.037 0.543
C 0.174 0.858 -0.766 0.165
C -6.754 -2.836 -2.269 -0.533
C 7.387 -3.031 -4.603 -0.260
C -5.973 -3.098 -0.031 -0.866
C -1.091 1.398 -1.319 -1.514
C 5.127 -3.738 -3.281 -0.100
C -6.143 8.660 0.075 -0.172
C 4.700 -1.900 5.053 -0.505
C 5.157 -2.765 -4.268 -0.321
C -2.153 1.645 -0.250 0.001
C -5.681 7.065 1.778 -0.183
C 0.296 -1.199 -2.261 0.081
C -0.133 4.232 0.530 -0.205
C 2.928 -1.557 -0.566 -0.581
C 2.377 -2.950 -0.674 0.327
C 4.257 -3.377 3.233 -0.750
H 3.473 -1.479 0.378 0.511
H 5.941 -3.580 4.553 0.401
H -0.871 2.325 -1.848 0.764
H 0.826 -2.146 -2.300 0.244
H -7.435 -3.074 -3.073 0.376
H 4.252 -2.238 -4.555 0.417
H 0.443 -0.688 -3.208 0.360
H 3.582 1.539 0.923 0.282
H 8.416 -4.498 -3.417 0.369
H -1.738 5.570 0.932 0.409
H 0.571 5.022 0.276 0.508
H -2.722 -1.424 -1.138 0.236
H 4.499 -4.238 2.624 0.407
H -0.651 5.366 2.336 0.372
H -6.029 -3.547 0.951 0.371
H -4.606 10.153 -0.139 0.361
H 0.021 -5.659 1.476 0.337
H 1.703 -5.983 1.063 0.323
H -7.649 -4.167 -0.841 0.381
H -6.775 9.058 -0.709 0.378
H 0.117 3.143 3.525 0.401
H 2.480 -2.858 2.126 1.144
H -7.456 7.025 0.568 0.366
H -0.640 3.975 -0.398 0.264
H -5.940 6.188 2.361 0.388
H 0.441 -6.510 -0.051 0.361
H 2.702 0.845 2.135 0.220
H 5.296 -1.581 5.896 0.388
H -5.609 -1.418 -3.414 0.384
H -1.087 2.232 2.653 0.221
H 4.196 -3.981 -2.781 0.565
H -1.853 4.142 1.897 0.316
H 8.267 -2.716 -5.153 0.356
H -4.276 -1.860 0.433 0.425
H -1.544 0.744 -2.065 0.484
H 3.648 -1.339 -1.350 0.293
H 0.388 1.405 3.191 0.388
H 6.338 -5.148 -2.199 0.394
H 3.239 -0.331 5.256 0.389
H -3.218 9.163 1.677 0.366
```

For the total energy, the calculation gives -76005.35347 eV. Its lowest unoccupied orbital energy is -0.082 Ha. The total charge is +1. Its max |F| is 2.36 eV Å⁻¹. The calculation puts the gap between HOMO and LUMO at 9.02 eV.